A cluster of 3 separate species, C3H12O3 in total, computed with the ωB97M-V functional and the def2-TZVPD basis.

The geometry in ORCA input format:
```
! wB97M-V def2-TZVPD RIJCOSX def2/J DEFGRID3
* xyz 0 1
H 1.14 1.97 0.20
H -2.43 -0.13 -0.39
C 1.64 -0.28 1.91
H 0.65 0.08 2.20
H 1.55 -1.01 1.10
H 2.31 0.53 1.64
H -1.04 0.63 -1.07
O -0.69 1.19 -0.37
C 0.74 1.16 -0.42
O -1.43 -0.10 -2.23
H -2.54 -1.60 -1.43
H 2.82 -1.52 2.95
H 1.29 1.08 -1.36
O 2.12 -0.88 3.08
C -2.46 -0.51 -1.41
H -3.39 -0.06 -1.78
H 1.02 0.30 0.19
H -1.30 -0.85 -2.82
*
```

Computed properties:
Gap between HOMO and LUMO, eV: 9.902
Highest occupied orbital energy, eV: -9.36
ΔE to the lowest compared entry with this formula, charge and spin, kcal/mol: 64.8
Calculated total energy, a.u.: -347.10537
SMILES: CO.CO.CO

Here are the Mulliken charges for atoms 1 to 5, given in e: H 0.33; H 0.30; C -0.58; H 0.27; H 0.23